Entry 1:
DFT (wB97M-V/def2-TZVPD) results for a structure of composition C6H14CuN3.

Atoms and positions in Å:
C 2.262 -0.612 -2.242
Cu 1.564 1.436 -1.581
N -0.390 2.470 -1.657
H 1.514 0.013 -2.686
H -1.097 1.761 -1.664
H 1.533 3.008 -1.336
H 2.998 -0.682 -3.064
H 1.671 -1.476 -2.019
H 3.028 -0.456 -1.388
H -0.404 3.046 -0.819
H -0.339 3.080 -2.492
N -1.901 -1.816 3.196
C -1.278 -1.220 2.162
C -1.742 -1.393 0.830
C -1.068 -0.741 -0.207
N -0.019 0.088 0.018
C 0.457 0.230 1.279
C -0.151 -0.382 2.383
H -2.691 -2.414 3.064
H -1.573 -1.704 4.133
H -2.622 -2.010 0.584
H -1.366 -0.891 -1.274
H 1.365 0.854 1.398
H 0.247 -0.189 3.383

## Properties
* spin multiplicity: 2
* calculated total energy: -2041.6173 hartree
* lowest unoccupied orbital energy (alpha / beta): 0.1364 / 0.1356 hartree
* E_HOMO (alpha / beta): 0.613 / -2.882 eV
* Kohn-Sham gap (alpha / beta): 0.1139 / 0.2415 Eh
* max |F|: 3.281 eV Å⁻¹
* charge: -1

Mulliken atomic charge list, values in e, 2 entries:
1 C -1.1171
2 Cu -0.4649

=====

Entry 2:
DFT (wB97M-V/def2-TZVPD) results for a structure of composition C2H5N2.

Atoms and positions in Å:
C 1.230 0.168 -0.579
C 0.457 -0.370 0.397
N -2.021 0.315 -0.006
N -1.186 -0.273 -0.448
H 0.981 0.071 -1.629
H 0.531 -0.147 1.373
H 2.126 0.791 -0.321
H 0.232 -1.386 0.418
H -2.351 0.830 0.794

## Properties
* calculated total energy: -188.2657 hartree
* lowest unoccupied orbital energy (alpha / beta): -0.2438 / -0.2437 hartree
* E_HOMO (alpha / beta): -14.827 / -14.827 eV
* Kohn-Sham gap (alpha / beta): 0.3011 / 0.3012 Eh
* max |F|: 3.917 eV Å⁻¹
* charge: +1

Mulliken atomic charge list, values in e, 2 entries:
1 C -0.3038
2 C -0.5171

=====

Entry 3:
DFT (wB97M-V/def2-TZVPD) results for a structure of composition C3H3LiO2Tl.

Atoms and positions in Å:
C -1.060 -0.440 -0.325
C -2.163 0.268 -0.009
H -3.147 -0.104 -0.293
H -1.186 -1.372 -0.903
H -2.103 1.194 0.570
O 0.182 -0.142 0.001
C 3.192 0.629 -0.052
O 3.380 -0.482 0.420
Li 1.568 -1.224 0.546
Tl 1.338 1.674 0.044

## Properties
* spin multiplicity: 2
* calculated total energy: -446.5249 hartree
* lowest unoccupied orbital energy (alpha / beta): -0.0159 / -0.0189 hartree
* E_HOMO (alpha / beta): -6.190 / -8.176 eV
* Kohn-Sham gap (alpha / beta): 0.2116 / 0.2815 Eh
* max |F|: 4.984 eV Å⁻¹

Mulliken atomic charge list, values in e, 2 entries:
1 C 0.2160
2 C -0.7863

=====

Entry 4:
DFT (wB97M-V/def2-TZVPD) results for a structure of composition C42H46As2ClN7O8Sc.

Atoms and positions in Å:
Sc 0.730 0.369 2.464
N -3.308 -1.083 3.438
C -2.882 -2.375 3.221
C -1.576 -2.284 2.861
N -1.196 -0.960 2.846
C -2.262 -0.269 3.217
C -2.139 1.157 3.442
N -0.981 1.731 3.188
C -1.058 3.002 3.692
C -2.290 3.194 4.236
N -2.970 2.012 4.064
H -4.248 -0.804 3.669
H -3.534 -3.220 3.347
H -0.893 -3.079 2.612
H -0.223 3.678 3.642
H -2.743 4.044 4.712
H -3.918 1.837 4.354
C 3.223 -1.573 -2.244
C 4.642 -1.733 -1.766
C 5.709 -1.636 -2.652
C 7.021 -1.779 -2.221
C 7.294 -2.021 -0.883
C 6.247 -2.107 0.021
C 4.937 -1.968 -0.419
N 3.870 -2.061 0.528
C 3.105 -1.006 0.906
N 3.578 0.190 0.523
C 2.938 1.457 0.425
C 1.734 1.705 1.066
C 1.191 2.985 0.874
C 1.819 3.953 0.114
C 3.031 3.657 -0.496
C 3.612 2.408 -0.358
C 4.922 2.091 -1.033
N 1.986 -1.182 1.601
C 1.640 -2.568 1.829
C 0.982 -3.268 0.818
C 0.596 -4.586 0.990
C 0.872 -5.223 2.192
C 1.566 -4.543 3.181
C 1.981 -3.221 3.020
C 2.808 -2.560 4.087
H 3.169 -1.706 -3.323
H 2.830 -0.578 -2.012
H 2.563 -2.303 -1.771
H 5.507 -1.458 -3.700
H 7.831 -1.705 -2.933
H 8.314 -2.133 -0.543
H 6.433 -2.281 1.073
H 3.660 -2.957 0.936
H 4.483 0.142 0.080
H 0.231 3.229 1.318
H 1.376 4.933 -0.017
H 3.532 4.405 -1.099
H 5.278 2.954 -1.592
H 4.828 1.261 -1.740
H 5.704 1.829 -0.314
H 0.789 -2.763 -0.118
H 0.089 -5.112 0.192
H 0.576 -6.251 2.349
H 1.817 -5.055 4.102
H 3.141 -3.298 4.816
H 2.258 -1.781 4.610
H 3.691 -2.080 3.659
C 0.021 0.017 -4.935
O -1.111 0.241 -4.084
C -0.839 0.847 -2.931
O 0.280 1.073 -2.532
C -2.050 1.169 -2.115
C -3.167 1.654 -2.650
As -4.952 2.124 -1.809
C -5.705 0.319 -1.952
C -3.936 2.061 -0.112
C -3.442 0.879 0.302
As -1.558 0.891 -0.196
C -1.046 -0.978 -0.505
C -4.331 -0.286 0.501
O -5.356 -0.229 1.139
O -3.822 -1.442 0.051
C -4.677 -2.582 0.202
C -3.173 3.353 -0.067
O -3.036 4.078 -1.023
O -2.812 3.707 1.174
C -2.234 5.025 1.229
C -3.215 2.045 -4.100
O -2.411 2.733 -4.662
O -4.329 1.564 -4.674
C -4.512 1.944 -6.048
H -0.366 -0.498 -5.808
H 0.763 -0.595 -4.425
H 0.466 0.970 -5.217
H -6.068 0.256 -2.977
H -6.547 0.212 -1.269
H -4.975 -0.471 -1.799
H -1.657 -1.431 -1.280
H -1.120 -1.561 0.405
H -0.006 -0.921 -0.827
H -4.096 -3.435 -0.136
H -5.570 -2.461 -0.409
H -4.979 -2.705 1.240
H -2.070 5.237 2.279
H -2.916 5.750 0.790
H -1.295 5.046 0.677
H -5.446 1.488 -6.357
H -3.684 1.575 -6.650
H -4.562 3.028 -6.132
Cl 1.628 0.654 4.612

## Properties
* calculated total energy: -8305.7150 hartree
* lowest unoccupied orbital energy: -0.1126 hartree
* E_HOMO: -10.263 eV
* Kohn-Sham gap: 0.2645 Eh
* max |F|: 0.677 eV Å⁻¹
* charge: +1

Mulliken atomic charge list, values in e, 2 entries:
1 Sc -0.6750
2 N 0.0996

=====

Entry 5:
DFT (wB97M-V/def2-TZVPD) results for the molecule C5H8N2.

Atoms and positions in Å:
C -0.960 1.127 -0.191
C -0.171 -0.164 -0.187
C 1.207 -0.097 -0.811
C 2.011 0.561 0.233
N 2.378 0.981 1.251
C -0.409 -1.082 0.957
N -0.888 -1.394 -0.391
H -0.394 1.922 0.303
H -1.170 1.422 -1.223
H -1.919 1.021 0.335
H 1.195 0.463 -1.750
H 1.606 -1.103 -0.982
H -1.013 -0.696 1.788
H 0.383 -1.756 1.304
H -1.857 -1.206 -0.636

## Properties
* calculated total energy: -304.7805 hartree
* lowest unoccupied orbital energy: 0.0329 hartree
* SMILES string: C[C@@]1(CC#N)CN1
* E_HOMO: -9.923 eV
* Kohn-Sham gap: 0.3976 Eh
* max |F|: 1.525 eV Å⁻¹

Mulliken atomic charge list, values in e, 2 entries:
1 C -1.4348
2 C 0.9864

=====

Entry 6:
DFT (wB97M-V/def2-TZVPD) results for a structure of composition C23H27KN6O4S3.

Atoms and positions in Å:
K -1.352 0.621 0.909
N -1.459 -3.551 1.587
C -2.740 -3.351 1.074
S -3.276 -4.540 -0.073
N -3.446 -2.330 1.480
N -2.662 -1.467 2.252
C -3.138 -1.061 3.361
C -2.416 -0.224 4.324
C -3.112 0.121 5.485
C -2.542 0.827 6.531
C -1.198 1.194 6.411
C -0.472 0.872 5.289
C -1.028 0.164 4.173
O -0.330 -0.078 3.138
H -0.911 -4.173 1.021
H -1.019 -2.719 1.967
H -4.141 -1.390 3.663
H -4.149 -0.196 5.561
H -3.118 1.079 7.413
H -0.717 1.746 7.214
H 0.568 1.167 5.195
C 1.133 -4.495 -0.455
N 1.170 -3.118 -0.015
C 1.848 -2.864 1.246
C 0.437 -2.123 -0.572
O 0.478 -0.979 -0.143
C -0.491 -2.469 -1.739
O -1.196 -1.343 -2.172
C -0.435 -0.394 -2.867
C -1.043 0.986 -2.618
O -1.906 1.143 -1.772
N -0.591 1.994 -3.400
C 0.430 1.812 -4.410
C -1.210 3.303 -3.275
H 0.580 -5.129 0.245
H 2.154 -4.881 -0.527
H 0.664 -4.587 -1.429
H 1.561 -3.633 1.967
H 1.546 -1.893 1.631
H 2.934 -2.886 1.117
H -1.242 -3.193 -1.395
H 0.084 -2.921 -2.561
H -0.447 -0.616 -3.944
H 0.608 -0.372 -2.535
H 1.203 1.123 -4.071
H 0.920 2.769 -4.580
H 0.019 1.455 -5.363
H -1.597 3.429 -2.269
H -2.030 3.421 -3.992
H -0.463 4.074 -3.454
S -0.491 5.674 -0.440
C 0.732 4.621 -0.928
N 0.926 3.360 -0.628
C 2.031 2.832 -1.254
C 2.473 1.515 -1.105
C 3.585 1.083 -1.811
C 4.278 1.943 -2.664
C 3.864 3.261 -2.810
C 2.750 3.698 -2.106
S 1.985 5.254 -2.068
H 1.936 0.847 -0.443
H 3.921 0.059 -1.693
H 5.146 1.588 -3.207
H 4.403 3.939 -3.461

## Properties
* calculated total energy: -3316.7815 hartree
* lowest unoccupied orbital energy: 0.1459 hartree
* E_HOMO: -1.453 eV
* Kohn-Sham gap: 0.1993 Eh
* max |F|: 0.186 eV Å⁻¹
* charge: -2

Mulliken atomic charge list, values in e, 2 entries:
1 K 0.8150
2 N -0.4550

=====

Question: Which formula does entry 5 have?
Answer: C5H8N2

=====

Question: What is the calculated total energy in the third record?
Answer: -446.5249 hartree

=====

Question: Among the records above, which one has the highest calculated total energy?
Answer: C2H5N2